# C51H55AsBCaF8O5P2Te

A molecular structure, C51H55AsBCaF8O5P2Te at a distorted geometry (the ωB97M-V functional and the def2-TZVPD basis, the OMol25 dataset).

Values from the calculation:
HOMO level (spin up / spin down) (eV): -1.6 / -3.0
Kohn-Sham gap (spin up / spin down) (Eh): 0.11992 / 0.16741
Energy relative to the best compared isomer or geometry (same formula, charge and spin) (kcal per mole): 0.00
Energy (eV): -191588.37424
LUMO level (spin up / spin down) (hartree): 0.0608 / 0.0556
Charge: -1

CARTESIAN COORDINATES (ANGSTROEM)
Ca (13.56, 9.85, 19.14)
C (13.11, 15.67, 7.78)
C (13.14, 16.02, 9.27)
C (13.23, 17.55, 9.52)
C (14.38, 15.36, 9.96)
C (15.70, 15.75, 9.75)
C (16.77, 15.05, 10.33)
C (16.60, 13.98, 11.15)
C (15.30, 13.53, 11.35)
P (14.86, 11.81, 11.81)
C (14.87, 10.83, 10.27)
C (15.66, 11.29, 9.14)
C (15.45, 10.73, 7.88)
C (14.40, 9.86, 7.61)
C (13.60, 9.44, 8.68)
C (13.79, 9.91, 9.97)
C (16.35, 11.13, 12.73)
C (17.00, 11.92, 13.72)
C (17.95, 11.39, 14.58)
C (18.20, 10.03, 14.63)
C (17.59, 9.18, 13.69)
C (16.72, 9.76, 12.70)
C (14.19, 14.34, 10.95)
O (12.98, 13.99, 11.57)
C (11.81, 14.58, 10.92)
C (10.58, 14.02, 11.43)
C (9.41, 14.29, 10.74)
C (9.43, 15.11, 9.59)
C (10.58, 15.73, 9.15)
C (11.86, 15.44, 9.80)
P (10.54, 13.44, 13.07)
C (9.08, 12.51, 13.29)
C (9.10, 11.24, 12.63)
C (8.09, 10.33, 12.77)
C (7.06, 10.57, 13.66)
C (6.89, 11.84, 14.18)
C (7.95, 12.86, 14.04)
C (10.39, 14.88, 14.12)
C (10.82, 14.93, 15.48)
C (10.54, 15.96, 16.37)
C (9.62, 16.97, 15.93)
C (9.27, 17.02, 14.60)
C (9.73, 16.03, 13.69)
H (14.03, 15.85, 7.20)
H (12.22, 16.13, 7.31)
H (12.91, 14.57, 7.57)
H (14.32, 17.82, 9.51)
H (12.87, 17.76, 10.55)
H (12.70, 18.03, 8.75)
H (15.98, 16.56, 9.00)
H (17.71, 15.55, 10.11)
H (17.45, 13.44, 11.59)
H (16.44, 12.02, 9.21)
H (16.17, 11.04, 7.12)
H (14.21, 9.47, 6.58)
H (12.91, 8.65, 8.55)
H (13.14, 9.56, 10.73)
H (16.75, 12.97, 13.76)
H (18.40, 12.07, 15.30)
H (19.08, 9.77, 15.23)
H (17.78, 8.11, 13.62)
H (16.33, 9.14, 11.86)
H (8.50, 13.69, 10.96)
H (8.50, 15.27, 9.07)
H (10.64, 16.38, 8.29)
H (9.99, 11.04, 12.02)
H (8.05, 9.42, 12.21)
H (6.38, 9.76, 13.97)
H (6.07, 12.09, 14.91)
H (7.87, 13.88, 14.44)
H (11.40, 14.12, 15.91)
H (10.82, 15.92, 17.41)
H (9.32, 17.77, 16.55)
H (8.65, 17.81, 14.17)
H (9.62, 16.10, 12.62)
O (11.24, 9.68, 18.93)
H (10.86, 10.62, 19.13)
H (10.66, 9.42, 18.20)
O (13.40, 10.86, 16.91)
H (13.32, 10.56, 15.96)
H (12.98, 11.72, 16.94)
F (11.81, 12.48, 13.46)
F (13.06, 9.79, 21.29)
B (13.38, 11.33, 21.54)
F (14.64, 11.13, 22.22)
F (10.59, 15.04, 19.35)
Te (12.08, 13.56, 19.76)
F (12.48, 13.02, 17.86)
F (12.40, 11.85, 22.31)
F (10.81, 11.95, 19.73)
F (13.70, 14.69, 19.41)
O (13.40, 11.96, 20.27)
C (16.67, 7.17, 17.37)
C (15.20, 7.22, 17.69)
C (14.49, 5.99, 17.59)
O (14.78, 8.25, 18.24)
H (16.94, 6.09, 17.36)
H (17.25, 7.75, 18.05)
H (16.85, 7.60, 16.38)
H (14.88, 5.23, 16.90)
H (13.43, 6.09, 17.32)
H (14.54, 5.39, 18.53)
C (9.31, 6.98, 24.13)
As (10.16, 8.59, 23.21)
C (8.26, 9.14, 22.71)
C (10.63, 9.86, 24.75)
C (9.75, 11.10, 24.83)
C (10.14, 12.41, 24.44)
C (9.24, 13.46, 24.57)
C (7.90, 13.29, 25.09)
C (7.55, 12.02, 25.45)
C (8.46, 10.96, 25.40)
H (10.15, 6.44, 24.58)
H (8.84, 6.36, 23.37)
H (8.61, 7.22, 24.90)
H (7.49, 8.48, 23.04)
H (8.31, 9.14, 21.61)
H (7.93, 10.16, 23.10)
H (11.68, 10.11, 24.46)
H (10.66, 9.37, 25.73)
H (11.13, 12.53, 23.97)
H (9.57, 14.40, 24.13)
H (7.33, 14.17, 25.37)
H (6.58, 11.90, 25.94)
H (8.20, 9.96, 25.84)